No. 1
The following is a quantum chemistry calculation of a 2-piece molecular cluster, CH2NO2 overall, from OMol25.

```
! wB97M-V def2-TZVPD RIJCOSX def2/J DEFGRID3
* xyz -1 1
C 0.65924 -0.97539 -0.30389
N -0.27363 1.54081 0.04507
O -0.83766 1.28709 1.16005
O 1.34195 -1.89346 -0.76376
H -0.92177 1.25766 -0.74259
H 0.03186 -1.21672 0.60512
*
```

The frontier orbital gap (alpha / beta) comes out at 5.9 / 7.1 eV. As for the maximum force: 0.0404 Eh/bohr. For the highest occupied orbital energy (alpha / beta), the calculation gives -1.37 / -2.55 eV. Its energy above the lowest of the compared OMol25 structures with the same formula, charge and spin is 138.00 kcal per mole. The total energy is -244.39743 Ha.


No. 2
The following is a quantum chemistry calculation of a 2-piece molecular cluster, C5H8N overall, from OMol25.

```
! wB97M-V def2-TZVPD RIJCOSX def2/J DEFGRID3
* xyz 1 1
C 1.73070 0.11058 0.12814
C 2.92890 0.02709 -0.18456
C 0.41155 -0.53016 -0.20690
C 0.09771 -1.95526 0.11537
C -0.17634 1.90257 -0.09433
N 0.46396 0.64904 0.55115
H -0.34576 -0.33026 -1.72091
H -0.86723 -2.34360 -0.05863
H 0.43716 -2.11852 1.13818
H 0.58461 -2.52862 -0.71245
H -0.24423 1.80550 -1.22430
H -1.11801 1.99596 0.32253
H 0.46547 2.69616 -0.16561
H 0.44403 0.62450 1.61570
*
```

The frontier orbital gap comes out at 9.5 eV. As for the maximum force: 0.1197 Eh/bohr. For the highest occupied orbital energy, the calculation gives -15.48 eV. Its energy above the lowest of the compared OMol25 structures with the same formula, charge and spin is 226.89 kcal per mole. The total energy is -249.46357 Ha.


No. 3
The following is a quantum chemistry calculation of C6H18BaO14S2 as an isolated structure, from OMol25.

```
! wB97M-V def2-TZVPD RIJCOSX def2/J DEFGRID3
* xyz -2 1
Ba 31.39134 -32.33281 2.15085
S 28.68981 -33.04312 1.95703
O 28.21245 -31.76784 2.43541
O 28.95256 -32.61847 0.57844
O 29.90311 -33.39231 2.70004
O 27.66329 -34.01523 1.94492
S 29.93909 -29.83638 1.42165
O 28.49287 -29.77934 1.31149
O 30.11203 -31.29929 1.36240
O 30.54874 -29.30081 0.26266
O 30.47000 -29.21373 2.61493
C 34.23821 -31.99756 2.19502
C 33.67567 -30.56953 1.94940
O 32.29351 -30.45738 2.33515
O 33.44819 -32.95166 1.44701
H 34.38969 -32.21806 3.25169
H 35.27609 -31.96832 1.86329
H 33.83440 -30.21490 0.93100
H 34.26977 -29.89703 2.56817
H 32.10687 -29.52287 2.45113
H 33.86764 -33.79742 1.27279
C 31.69433 -32.19554 4.88957
C 31.13180 -30.85217 4.40387
O 30.12550 -31.10996 3.45946
O 32.57499 -32.78084 3.93396
H 30.91342 -32.95499 4.92841
H 32.25619 -32.16445 5.82308
H 31.93315 -30.21348 4.03231
H 30.54184 -30.41766 5.21086
H 29.59124 -30.32827 3.30094
H 33.19644 -33.27741 4.47137
C 31.41538 -31.99831 -0.85799
C 31.33473 -33.43493 -0.67032
O 30.65014 -33.81367 0.49265
O 32.06205 -31.37763 0.24230
H 30.39943 -31.67182 -1.08013
H 31.96002 -31.76732 -1.77348
H 32.31342 -33.91428 -0.69249
H 30.73260 -33.87341 -1.46611
H 29.75145 -33.48031 0.43961
H 32.35923 -30.50474 -0.02481
*
```

The frontier orbital gap comes out at 2.7 eV. As for the maximum force: 0.3215 Eh/bohr. For the highest occupied orbital energy, the calculation gives 1.02 eV. Its energy above the lowest of the compared OMol25 structures with the same formula, charge and spin is 582.47 kcal per mole. The total energy is -2113.79072 Ha.